Here is a cluster of 2 separate species, C25H17N4O9S2 in total from the OMol25 dataset. Energies are from the ωB97M-V functional and the def2-TZVPD basis.

Its net charge is -1. The HOMO-LUMO gap is 3.92 eV. The value obtained for the LUMO energy is -0.0080 Eh.

```
57
Properties=species:S:1:pos:R:3:forces:R:3
C -4.2497 0.5252 -0.4912 -0.59 0.14 0.19
C -3.8849 -0.0662 -1.7053 0.05 0.45 0.36
C -2.5499 -0.2231 -2.0303 0.56 0.06 0.26
C -1.5374 0.0092 -1.0365 -1.35 0.35 0.72
C -0.2912 -0.6995 -1.0092 1.72 -1.87 -0.55
S 0.7491 -0.8073 0.4567 -0.76 -0.55 -1.71
C 2.4374 -1.1253 -0.0973 0.17 -0.02 -0.25
C 3.2432 -1.9755 0.6598 -0.02 -0.09 -0.24
C 4.4978 -2.3540 0.1674 -0.15 0.23 -0.02
C 4.9668 -1.8340 -1.0422 -0.31 -0.03 0.03
C 4.1731 -0.9362 -1.7592 -0.24 0.11 0.15
C 2.9038 -0.5826 -1.2918 0.27 -0.09 0.20
O 0.7957 0.4601 1.1458 0.00 0.66 0.26
O 0.3703 -1.9710 1.2219 0.30 0.15 0.60
S -0.2739 -2.3091 -1.8573 0.34 1.06 0.84
C -1.1958 -3.5488 -0.9018 -0.04 -0.41 -0.31
C -0.5621 -4.2497 0.1256 -0.20 -0.09 0.16
C -1.2850 -5.1726 0.8861 0.12 -0.11 -0.43
C -2.5629 -5.5589 0.4802 -0.12 0.36 0.02
C -3.1760 -4.9076 -0.5957 0.21 -0.12 0.01
C -2.4960 -3.8975 -1.2814 -0.02 0.19 0.07
O -0.9610 -2.1997 -3.1225 0.09 -0.21 -0.01
O 1.0964 -2.7777 -1.8617 -0.18 -0.21 0.09
C -1.9254 0.8384 0.0558 -0.07 -0.25 -0.39
C -3.2654 1.0700 0.3361 0.15 0.08 -0.33
H -5.3019 0.5950 -0.1993 0.32 0.05 -0.19
H -4.6403 -0.4124 -2.4143 0.14 0.24 0.20
H -2.2790 -0.5722 -3.0227 -0.06 -0.14 0.51
H 2.8650 -2.3784 1.5992 0.05 0.03 -0.29
H 5.0921 -3.0814 0.7211 -0.10 0.25 -0.10
H 5.9280 -2.1534 -1.4502 -0.26 0.11 0.18
H 4.5151 -0.5324 -2.7116 -0.02 -0.11 0.23
H 2.2483 0.0724 -1.8626 0.12 -0.20 0.01
H 0.4929 -4.1029 0.3263 -0.27 0.25 0.04
H -0.8271 -5.6056 1.7780 -0.06 -0.08 -0.41
H -3.0720 -6.3751 0.9958 0.02 0.34 -0.04
H -4.1826 -5.1933 -0.9112 0.35 0.06 0.07
H -2.9556 -3.4022 -2.1391 0.15 -0.06 0.33
H -1.1434 1.2117 0.7054 -0.31 -0.17 0.13
H -3.5149 1.6694 1.2193 -0.07 -0.32 -0.32
O 0.9069 5.9562 4.4401 -0.68 -0.27 -2.22
N 0.3571 6.0852 3.3340 -0.78 1.55 1.26
O -0.4055 7.0329 3.0644 1.10 -1.40 0.25
C 0.5573 5.0965 2.2754 -0.11 -0.66 -0.98
C -0.2378 5.0992 1.1353 0.40 0.34 1.39
C -0.0512 4.1225 0.1226 2.21 -1.71 0.77
N -0.8183 4.2191 -1.1037 -1.25 -0.32 -2.88
O -1.5303 5.2273 -1.2811 1.16 -1.45 0.81
O -0.6997 3.3230 -1.9678 0.04 1.70 2.17
C 0.9397 3.1198 0.2355 -1.25 1.03 -1.30
C 1.8435 3.1950 1.3116 1.46 -0.87 1.62
N 2.9894 2.4883 1.5608 -1.00 2.39 1.15
O 3.5060 3.1175 2.7257 -2.20 -0.05 -1.67
N 2.6923 4.1213 3.2050 -0.89 -1.21 -1.52
C 1.6290 4.1342 2.3583 1.95 0.86 1.11
H -1.0197 5.8466 1.0297 0.19 -0.16 0.00
H 1.0997 2.3696 -0.5318 -0.29 0.16 0.00
```
Forces are in eV/Å.



Here is a structure of composition C52H84B3CdN6O14 from the OMol25 dataset. Energies are from the ωB97M-V functional and the def2-TZVPD basis.

Its net charge is -1. The HOMO-LUMO gap is 7.64 eV. The value obtained for the LUMO energy is 0.0642 Eh.

```
160
Properties=species:S:1:pos:R:3:forces:R:3
Cd -6.9449 21.4635 -13.9558 -1.07 -0.13 1.22
B -7.3350 22.0080 -15.8794 -0.60 0.98 -2.76
H -7.5328 22.2735 -16.9064 -1.11 0.74 -3.30
H -8.0900 22.4024 -15.2172 -3.67 1.73 1.50
H -7.1805 20.9475 -15.7541 0.19 -4.41 -0.85
H -6.4159 22.5013 -15.6035 3.54 2.20 0.13
B -7.6636 22.8548 -12.4343 -1.28 0.77 0.97
H -7.6274 23.6430 -11.6983 -0.47 2.56 2.47
H -6.9723 23.1693 -13.2007 2.80 2.14 -2.34
H -7.3729 21.9135 -11.9942 0.78 -3.11 2.31
H -8.6330 22.7763 -12.9016 -3.83 -0.10 -1.34
B -5.0114 20.8698 -13.5946 2.63 -0.99 0.44
H -5.6650 20.7773 -12.7410 -1.48 -0.66 3.78
H -5.2854 20.1293 -14.3300 -0.95 -3.00 -2.87
H -5.0109 21.8427 -14.0612 1.20 3.64 -1.33
H -4.0285 20.5322 -13.3044 3.45 -0.60 1.36
O -13.6063 23.9567 -18.0585 4.45 -1.58 -0.50
C -12.3729 23.7050 -18.1855 -4.10 2.22 0.31
O -11.5441 23.7471 -17.1433 -1.16 0.33 2.30
C -10.1857 23.7037 -17.4531 0.83 -1.56 -0.95
C -10.1517 23.9464 -18.9338 0.79 0.09 -0.68
C -11.5531 23.6730 -19.4367 -0.32 0.08 -0.13
H -9.8109 22.7015 -17.2451 0.05 0.01 0.35
H -9.5155 24.4145 -16.9697 -0.70 0.14 0.69
H -9.4415 23.2596 -19.3942 0.28 0.50 -0.21
H -9.8704 24.9973 -19.0020 0.08 -0.07 -0.89
H -11.6422 22.7048 -19.9294 -0.08 0.11 -0.14
H -11.9544 24.4871 -20.0403 0.06 -0.34 -0.35
O -1.1277 26.7963 -15.4188 0.93 -0.04 -0.02
C -1.6298 25.9558 -14.7210 1.81 -1.04 -1.61
O -2.7724 26.1712 -14.1941 -3.89 1.12 1.90
C -3.4034 24.9930 -13.6095 1.09 0.50 -0.41
C -2.1711 24.1874 -13.2391 0.27 -1.64 -1.09
C -1.1517 24.5192 -14.3815 -0.32 1.73 0.56
H -4.0247 24.5982 -14.4134 0.14 -0.50 0.05
H -4.0580 25.2229 -12.7688 0.38 0.39 -0.02
H -2.4536 23.1347 -13.2312 0.22 -0.17 0.14
H -1.7844 24.4293 -12.2491 -0.06 0.23 -0.15
H -1.1420 23.9484 -15.3100 -0.46 -0.29 0.26
H -0.1058 24.6447 -14.1013 -0.06 -0.35 0.36
O -7.9720 16.1315 -16.2932 1.37 0.07 -1.03
C -7.0185 16.4124 -16.9966 0.39 0.23 0.75
O -5.8184 15.7400 -16.9755 -1.52 -0.69 0.79
C -4.8992 16.2602 -17.9277 -0.44 0.93 -0.04
C -5.3458 17.7209 -18.1097 1.27 -0.37 -0.42
C -6.8307 17.6063 -17.9194 -0.51 0.19 0.24
H -5.0555 15.7412 -18.8734 0.41 -0.34 0.03
H -3.9021 16.1554 -17.5000 -0.08 -0.14 -0.33
H -5.0659 18.0479 -19.1111 -0.11 0.25 0.07
H -4.8089 18.3499 -17.3997 -0.36 0.14 0.15
H -7.2907 17.3965 -18.8851 -0.32 0.04 0.03
H -7.2951 18.4847 -17.4713 -0.08 -0.08 -0.16
O -10.2070 20.2183 -19.4982 -1.03 -0.10 1.65
C -10.6887 20.1234 -18.3809 1.30 -0.30 -0.88
O -11.9921 20.4130 -18.1053 1.07 0.13 -0.79
C -12.2216 20.3092 -16.7163 -0.63 0.45 1.32
C -10.8649 20.2685 -16.0309 0.49 -1.25 0.92
C -9.9504 19.6792 -17.0662 0.00 0.92 -1.90
H -12.8172 19.4170 -16.5231 0.18 -0.27 -0.05
H -12.8267 21.1438 -16.3622 0.07 0.21 -0.31
H -10.8692 19.6090 -15.1630 -0.29 0.17 0.23
H -10.4048 21.2024 -15.7080 -0.65 0.32 -0.09
H -9.7526 18.6086 -17.1187 -0.51 -0.16 0.27
H -8.9686 20.1508 -17.0234 -0.01 0.05 -0.25
O -8.1185 19.8256 -13.4590 -1.41 -2.30 1.54
C -8.3909 18.8296 -12.8047 -0.52 0.88 -0.96
O -8.1897 18.6593 -11.5078 0.59 0.80 0.51
C -8.5845 17.3154 -11.1640 0.06 -0.49 1.04
C -8.4724 16.5919 -12.4489 -1.46 -2.10 0.63
C -9.0270 17.6164 -13.3704 1.15 -0.24 -1.95
H -9.6049 17.3236 -10.7808 -0.16 0.28 -0.13
H -7.9858 16.8333 -10.3911 0.47 0.81 0.07
H -9.1310 15.7268 -12.3709 0.10 -0.27 -0.23
H -7.4678 16.2086 -12.6280 0.06 0.50 -0.34
H -10.1114 17.7092 -13.4289 -0.02 -0.09 0.34
H -8.6414 17.4581 -14.3775 -0.30 0.21 -0.19
O -14.7035 24.2489 -15.1657 2.49 -0.31 1.23
C -13.7283 24.1385 -14.4358 -2.28 -0.89 -0.80
O -12.8162 23.0849 -14.5096 -1.81 0.89 -1.95
C -12.0233 23.0108 -13.3713 -0.12 -0.54 1.04
C -12.0554 24.4073 -12.8058 0.72 -0.85 1.44
C -13.4886 24.8808 -13.1418 2.32 0.74 -0.38
H -11.0577 22.5769 -13.6310 0.12 0.36 0.01
H -12.5196 22.3210 -12.6888 0.03 -0.29 0.28
H -11.1677 24.8834 -13.2225 -0.69 0.98 -0.52
H -11.8099 24.3940 -11.7438 -0.26 -0.05 0.15
H -13.4051 25.9656 -13.2077 -0.76 -0.03 -0.46
H -14.2772 24.6124 -12.4388 0.26 -0.15 0.14
O -3.9298 25.0046 -17.0173 -2.62 1.02 -0.03
C -4.9714 25.6657 -17.0796 4.37 -0.27 -0.43
O -4.8446 27.0168 -17.4286 -0.33 -1.03 0.58
C -6.0866 27.6768 -17.1483 -0.29 -0.81 0.12
C -7.0722 26.5444 -17.2329 -3.45 0.13 0.46
C -6.3836 25.2585 -16.8799 0.17 -0.01 -0.44
H -6.3109 28.4750 -17.8559 0.41 -0.08 -0.02
H -6.1145 28.0410 -16.1214 0.45 0.30 -0.08
H -7.7002 26.5396 -18.1238 0.80 -0.29 -0.77
H -7.8906 26.6712 -16.5242 0.21 0.38 0.40
H -6.6369 24.3992 -17.5009 0.21 0.12 -0.29
H -6.5732 24.8811 -15.8751 0.18 0.38 0.26
N -10.8186 23.8971 -8.2606 0.47 0.33 -0.92
C -9.4926 24.2044 -8.0710 0.48 -0.31 1.44
C -8.7179 23.3879 -8.8496 -0.35 0.65 -0.31
C -9.6146 22.7188 -9.6755 -0.75 -1.59 -1.19
C -10.9168 23.0200 -9.3484 0.34 0.63 1.42
H -11.5825 24.2723 -7.7167 0.24 0.01 -0.36
H -9.1405 24.8671 -7.2943 -0.37 0.06 0.05
H -7.6523 23.2569 -8.9672 -0.10 0.43 0.43
H -9.2470 22.0217 -10.4140 -0.46 0.03 -0.22
H -11.9138 22.7651 -9.6763 0.33 -0.33 -0.24
N -4.2825 18.3126 -11.8072 0.75 -2.81 0.38
C -5.0852 17.7910 -10.7851 1.72 -0.61 -1.46
C -4.7405 16.4309 -10.6544 -1.44 1.39 -0.04
C -3.7967 16.0718 -11.6406 0.23 2.15 -0.32
C -3.4578 17.2707 -12.3310 -1.70 -0.33 1.67
H -4.2722 19.2736 -12.1176 -0.01 -0.08 -0.07
H -5.8183 18.4467 -10.3389 0.11 -0.25 0.24
H -5.2500 15.7678 -9.9711 0.14 -0.09 0.02
H -3.4606 15.0516 -11.7525 0.39 0.29 -0.31
H -2.6926 17.4452 -13.0730 -0.29 0.14 0.02
N -7.6912 25.8696 -13.1543 1.41 0.96 -0.34
C -6.6057 26.6989 -12.9675 0.22 0.33 0.62
C -6.8242 27.9495 -13.5760 0.38 -2.39 0.30
C -8.0203 27.7596 -14.2636 -1.96 -0.29 -0.05
C -8.5539 26.4814 -13.9821 -0.02 1.70 -0.69
H -7.7412 24.9154 -12.8269 -0.01 0.03 0.02
H -5.7642 26.3071 -12.4156 -0.11 0.27 0.14
H -6.1653 28.8015 -13.6555 0.02 -0.19 0.25
H -8.5098 28.5437 -14.8222 -0.16 -0.20 -0.21
H -9.4404 25.9869 -14.3509 0.00 0.14 0.09
N -2.6113 20.4596 -15.4595 2.19 -0.69 -0.29
C -1.7184 19.4114 -15.4291 1.50 0.47 -1.38
C -0.6185 19.7621 -16.2817 -1.58 -0.77 1.22
C -0.8690 21.0440 -16.8072 -0.90 0.34 1.03
C -2.0490 21.4628 -16.1973 -1.13 0.21 -0.35
H -3.4782 20.5296 -14.9460 0.23 0.00 0.01
H -1.8352 18.5344 -14.8097 -0.21 0.11 -0.17
H 0.2716 19.1833 -16.4791 -0.19 -0.20 0.10
H -0.2466 21.5924 -17.4988 -0.12 0.09 0.18
H -2.6600 22.3522 -16.1520 0.42 0.42 -0.79
N -6.0054 21.4888 -18.7617 0.09 -0.80 -0.24
C -4.9292 21.9998 -19.4024 0.42 0.68 -0.42
C -5.0303 21.6890 -20.7544 -0.10 0.65 0.54
C -6.2429 20.9919 -20.9268 -0.22 -0.44 1.05
C -6.7753 20.8030 -19.6443 -0.70 0.40 -1.26
H -6.2316 21.5649 -17.7803 0.24 0.10 -0.10
H -4.2925 22.6825 -18.8593 0.34 -0.24 -0.14
H -4.3959 22.0261 -21.5609 0.13 0.02 0.23
H -6.6915 20.7616 -21.8818 -0.01 -0.39 0.20
H -7.7223 20.3805 -19.3422 0.04 -0.03 -0.06
N -5.4893 23.4875 -10.6080 -0.27 -1.95 0.28
C -5.3157 24.3214 -9.5917 -1.70 3.00 0.50
C -3.9989 24.4028 -9.2878 -1.25 2.05 2.36
C -3.4228 23.4275 -9.9916 3.60 -2.57 -1.23
C -4.3420 22.7758 -10.7697 0.32 0.22 -0.98
H -6.3669 23.2587 -11.0526 0.07 0.00 0.26
H -6.1168 24.9446 -9.2225 -0.09 0.00 -0.18
H -3.5564 25.0721 -8.5648 0.01 -0.12 -0.05
H -2.3594 23.2748 -9.8801 0.04 -0.64 -0.40
H -4.3086 21.9444 -11.4583 0.27 0.26 0.06
```
Forces are in eV/Å.